No. 1
20
Properties=species:S:1:pos:R:3:forces:R:3 method="wB97M-V/def2-TZVPD" spin_multiplicity=2 total_energy_ha=-617.12732
O 1.964599 3.976679 -2.051796 -0.11 0.32 -0.25
C 1.223147 2.964851 -1.972388 0.48 0.03 -0.31
O 0.371260 2.670152 -2.847089 -0.55 0.17 -0.32
O 1.420940 2.164437 -0.915003 0.12 0.19 0.38
C 0.586193 0.788861 0.848596 -2.37 1.17 1.83
C 0.410893 1.209924 -0.585001 -0.45 -0.09 -0.36
Li 0.942885 4.364366 -3.676010 0.19 -0.62 0.70
H 2.824109 -0.103898 1.650444 1.92 -1.23 0.28
H 0.748270 -0.280568 0.998974 0.89 0.50 0.31
H -0.581025 1.656992 -0.740378 0.28 0.06 -0.01
H 0.469469 0.355741 -1.274813 0.09 0.15 0.27
O 3.020913 -1.674750 0.000095 1.20 -0.73 0.39
C 3.802905 -1.565269 0.905294 -1.96 0.35 -1.58
O 3.682740 -0.668677 1.840196 -1.27 1.72 0.83
C 0.647473 1.942366 1.957315 0.44 -1.45 -0.77
C -0.624850 1.191619 1.860052 0.76 -0.26 -0.85
H 1.298014 1.752920 2.811022 -0.21 0.16 -0.15
H 0.667613 2.967793 1.584240 0.20 -0.46 -0.11
H -0.844295 0.478206 2.658242 0.05 0.15 -0.41
H -1.495359 1.680920 1.419190 0.30 -0.13 0.12

***

No. 2
15
Properties=species:S:1:pos:R:3:forces:R:3 method="wB97M-V/def2-TZVPD" total_charge=+1 e_above_lowest_kj_mol=911.98
C 0.008900 -3.328958 -0.105811 -1.08 -1.16 0.08
C 0.082902 -2.173674 -0.921393 -0.68 0.70 0.24
C 1.075560 -2.308409 0.138106 0.70 0.74 -0.48
C -0.175730 -1.660641 0.595257 1.22 0.76 0.08
C -0.610789 -0.863181 -0.611017 0.62 -2.53 -0.58
C -0.211839 1.226408 0.341353 2.66 1.75 0.97
N 0.174249 0.334282 -0.794632 -1.04 4.56 -2.30
H 2.137278 -2.287281 0.239177 0.30 0.25 0.08
H -0.673374 -1.810165 1.515861 -1.19 -0.84 0.27
H -1.694334 -0.755686 -0.805092 0.72 0.31 0.05
H -1.253274 1.350436 0.393204 -1.33 0.04 0.10
H 0.204247 0.629853 1.178843 -0.58 1.06 0.03
H 0.301672 2.277898 0.257885 -0.89 -2.15 0.08
H 1.177224 0.397872 -0.710133 0.76 -1.69 -0.14
H 0.015149 0.923070 -1.703374 -0.16 -1.81 1.52